[1]
# C3H6O3

C3H6O3 in the gas phase (ωB97M-V/def2-TZVPD, OMol25).

The geometry in ORCA input format:
```
! RIJCOSX wB97M-V def2-TZVPD def2/J DEFGRID3
* xyz 0 1
C -2.070 0.097 -0.765
O -1.373 1.254 -0.264
C -0.160 1.235 0.240
O 0.313 -0.016 0.254
C 1.641 -0.097 0.802
O 2.535 -0.609 -0.116
H -1.508 -0.372 -1.578
H -2.248 -0.630 0.031
H -3.019 0.487 -1.138
H 1.957 0.918 1.044
H 1.560 -0.711 1.708
H 2.371 -1.555 -0.218
*
```

Computed properties:
ΔE to the lowest compared entry with this formula, charge and spin (kJ/mol): 292.02
HOMO (eV): -9.1

***

[2]
# C3H6O3

2 unconnected molecules or ions with the total composition C3H6O3 (ωB97M-V/def2-TZVPD, OMol25).

The geometry in ORCA input format:
```
! RIJCOSX wB97M-V def2-TZVPD def2/J DEFGRID3
* xyz 0 1
O -2.351 0.058 -0.998
C -1.709 -0.764 -1.519
O -1.123 -1.630 -2.037
C 0.648 -0.187 1.266
C 0.466 0.914 0.235
O 0.608 0.443 -1.098
H 0.446 0.186 2.275
H 1.674 -0.574 1.250
H -0.037 -1.021 1.071
H -0.544 1.334 0.304
H 1.179 1.728 0.423
H 1.072 -0.403 -1.086
*
```

Computed properties:
ΔE to the lowest compared entry with this formula, charge and spin (kJ/mol): 2.49
HOMO (eV): -10.6
SMILES: O=C=O.CCO

***

[3]
# C3H6O3

A molecular structure, C3H6O3 (ωB97M-V/def2-TZVPD, OMol25).

The geometry in ORCA input format:
```
! RIJCOSX wB97M-V def2-TZVPD def2/J DEFGRID3
* xyz 0 1
O -1.259 1.085 0.717
C -1.196 -0.288 0.434
C 0.203 -0.878 0.493
O 0.900 -0.865 -0.770
C 1.420 0.164 -1.328
O 1.211 1.364 -0.762
H -0.566 1.529 0.209
H -1.645 -0.543 -0.540
H -1.793 -0.785 1.205
H 0.165 -1.947 0.700
H 0.809 -0.374 1.250
H 1.752 1.537 -1.608
*
```

Computed properties:
ΔE to the lowest compared entry with this formula, charge and spin (kJ/mol): 355.04
HOMO (eV): -9.4

***

[4]
# C3H6O3

C3H6O3 in the gas phase (ωB97M-V/def2-TZVPD, OMol25).

The geometry in ORCA input format:
```
! RIJCOSX wB97M-V def2-TZVPD def2/J DEFGRID3
* xyz 0 1
O -1.324 0.438 -1.034
C -0.222 -0.072 -1.365
C 0.524 -1.096 -0.604
O 1.008 0.035 0.118
C 0.067 0.600 1.441
O -0.718 1.559 1.043
H 0.207 0.154 -2.349
H 1.350 -1.580 -1.124
H -0.123 -1.778 -0.041
H 0.851 0.911 2.134
H -0.424 -0.351 1.697
H -1.197 1.181 0.085
*
```

Computed properties:
ΔE to the lowest compared entry with this formula, charge and spin (kJ/mol): 344.39
HOMO (eV): -9.9
SMILES: O=CCOCO

***

The calculation returns the following LUMO values, one per record and in order: 0.71 0.71 0.88 0.55 eV.